Density functional theory data (wB97M-V/def2-TZVPD) for a structure of composition C57H63OP2SSi4V.

Values from the calculation:
- total charge = +1
- HOMO (spin up / spin down) (eV) = -9.953 / -9.729
- expectation value of S² = 0.7629
- orbital gap (spin up / spin down) (eV) = 7.243 / 7.096
- 2S+1 = 2

CARTESIAN COORDINATES (ANGSTROEM)
V: -0.24 0.16 -0.13
O: 1.55 -2.04 0.73
S: 0.13 -2.43 1.08
C: 0.31 -3.09 2.71
C: 0.63 -4.41 2.91
C: 0.82 -4.94 4.20
C: 0.65 -4.11 5.28
C: 0.75 -4.37 6.76
C: 0.48 -2.99 7.43
C: 0.29 -2.04 6.27
C: 0.08 -0.69 6.22
C: 0.01 -0.07 4.96
C: 0.11 -0.73 3.75
P: 0.14 0.40 2.28
C: 1.51 1.52 2.70
C: 2.50 1.15 3.61
C: 3.62 1.94 3.80
C: 3.77 3.13 3.09
C: 2.81 3.49 2.15
C: 1.70 2.68 1.94
C: -1.56 1.05 2.55
C: -1.96 1.99 3.50
C: -3.30 2.13 3.83
C: -4.27 1.34 3.22
C: -3.90 0.42 2.25
C: -2.56 0.28 1.93
C: 0.24 -2.15 3.79
C: 0.37 -2.74 5.06
C: -0.33 -3.84 0.12
C: -1.24 -4.75 0.60
C: -1.51 -5.96 -0.07
C: -0.81 -6.23 -1.21
C: -0.80 -7.45 -2.11
C: 0.21 -7.10 -3.24
C: 0.68 -5.69 -2.92
C: 1.53 -4.84 -3.56
C: 1.66 -3.52 -3.06
C: 1.06 -3.06 -1.90
P: 1.03 -1.21 -1.68
C: 2.77 -0.67 -1.65
C: 3.86 -1.53 -1.66
C: 5.15 -1.02 -1.52
C: 5.35 0.35 -1.35
C: 4.26 1.21 -1.31
C: 2.98 0.70 -1.45
C: 0.31 -0.97 -3.36
C: 1.01 -0.75 -4.54
C: 0.41 -0.96 -5.77
C: -0.90 -1.41 -5.85
C: -1.63 -1.62 -4.68
C: -1.03 -1.39 -3.45
C: 0.30 -4.00 -1.15
C: 0.07 -5.26 -1.73
H: 0.74 -5.07 2.06
H: 1.08 -5.99 4.32
H: 1.74 -4.76 7.02
H: 0.02 -5.12 7.08
H: 1.31 -2.68 8.06
H: -0.40 -3.02 8.06
H: 0.00 -0.09 7.12
H: -0.07 1.01 4.95
H: 2.41 0.24 4.18
H: 4.39 1.64 4.51
H: 4.63 3.76 3.25
H: 2.92 4.41 1.59
H: 0.98 2.94 1.17
H: -1.23 2.60 4.00
H: -3.59 2.87 4.57
H: -5.31 1.45 3.49
H: -4.65 -0.19 1.76
H: -2.30 -0.51 1.22
H: -1.72 -4.57 1.56
H: -2.22 -6.66 0.35
H: -1.79 -7.65 -2.51
H: -0.50 -8.34 -1.56
H: -0.25 -7.13 -4.23
H: 1.05 -7.79 -3.27
H: 2.04 -5.11 -4.48
H: 2.24 -2.83 -3.65
H: 3.72 -2.60 -1.75
H: 5.99 -1.70 -1.52
H: 6.36 0.74 -1.24
H: 4.41 2.27 -1.16
H: 2.13 1.37 -1.39
H: 2.05 -0.44 -4.49
H: 0.98 -0.79 -6.68
H: -1.36 -1.58 -6.82
H: -2.65 -1.96 -4.73
H: -1.58 -1.61 -2.55
C: -3.61 3.85 -2.74
Si: -2.55 2.31 -2.56
C: -1.94 2.03 -4.30
C: -3.65 0.91 -1.96
Si: -0.75 2.49 -1.05
Si: 0.75 3.77 -2.38
C: 2.13 4.52 -1.36
C: -0.06 5.19 -3.29
C: 1.51 2.73 -3.73
Si: -1.63 4.21 0.34
C: -0.65 4.76 1.85
C: -1.80 5.83 -0.58
C: -3.37 3.73 0.87
H: -4.35 3.69 -3.53
H: -2.98 4.70 -3.04
H: -4.14 4.13 -1.83
H: -2.71 1.53 -4.90
H: -1.02 1.44 -4.36
H: -1.74 3.01 -4.76
H: -4.34 0.57 -2.74
H: -4.25 1.25 -1.10
H: -3.07 0.04 -1.64
H: 1.75 5.34 -0.73
H: 2.90 4.94 -2.02
H: 2.61 3.79 -0.70
H: -0.47 5.95 -2.63
H: -0.86 4.84 -3.95
H: 0.70 5.67 -3.92
H: 1.45 1.67 -3.49
H: 2.56 2.98 -3.89
H: 0.97 2.87 -4.67
H: 0.17 5.42 1.53
H: -0.21 3.97 2.44
H: -1.32 5.35 2.49
H: -0.82 6.29 -0.75
H: -2.38 6.52 0.04
H: -2.31 5.72 -1.54
H: -3.47 2.66 1.02
H: -4.09 4.03 0.10
H: -3.65 4.24 1.80